[1]
Density functional theory data (wB97M-V/def2-TZVPD) for a 3-piece molecular cluster, C37H32Br2ClF3N3O6S overall at a distorted geometry.

Properties
Charge   +1
Lowest unoccupied orbital energy   -3.7 eV
Molar mass   899.000 g mol⁻¹
F_max   1.55 eV/A

Element x y z (Å)
N: -0.48 4.97 7.70
C: -0.90 4.78 6.38
N: -0.74 3.62 5.65
C: -0.70 2.35 6.41
C: -2.05 2.01 7.02
C: -3.18 2.05 5.99
C: -4.58 2.10 6.64
S: -5.24 3.74 6.75
O: -6.52 3.72 7.37
O: -5.10 4.39 5.48
Cl: -3.95 4.70 8.05
N: -1.48 5.79 5.82
C: -2.06 5.83 4.47
C: -1.20 6.64 3.50
C: -0.04 5.83 2.91
F: -0.29 4.50 2.94
Br: 1.57 6.24 3.93
C: 0.18 6.22 1.43
F: -0.92 5.78 0.75
F: 0.24 7.56 1.30
Br: 1.73 5.36 0.65
H: -1.04 4.44 8.35
H: 0.49 4.73 7.80
H: 0.06 3.69 5.03
H: -0.44 1.58 5.69
H: 0.08 2.35 7.17
H: -1.98 1.00 7.41
H: -2.28 2.66 7.86
H: -3.15 1.17 5.36
H: -3.10 2.92 5.33
H: -5.29 1.46 6.12
H: -4.51 1.73 7.66
H: -1.56 6.63 6.37
H: -2.26 4.84 4.10
H: -3.02 6.33 4.56
H: -0.81 7.54 3.94
H: -1.85 6.94 2.69
C: 3.37 -0.56 -5.86
C: 3.04 -1.64 -5.05
C: 2.13 -1.48 -4.02
C: 1.56 -0.24 -3.78
C: 1.91 0.85 -4.58
C: 2.82 0.68 -5.62
C: 1.35 2.21 -4.31
O: 1.65 3.16 -5.00
C: 0.40 2.36 -3.17
C: -0.09 3.62 -2.87
C: -0.98 3.78 -1.82
C: -1.38 2.68 -1.06
C: -0.88 1.42 -1.36
C: 0.02 1.26 -2.40
C: 0.57 -0.10 -2.68
O: 0.21 -1.06 -2.03
H: 4.08 -0.69 -6.67
H: 3.48 -2.62 -5.23
H: 1.86 -2.32 -3.39
H: 3.08 1.53 -6.24
H: 0.22 4.47 -3.46
H: -1.36 4.76 -1.58
H: -2.08 2.81 -0.25
H: -1.18 0.56 -0.78
C: 4.47 -9.72 -6.29
C: 3.53 -10.70 -5.99
C: 2.33 -10.36 -5.40
C: 2.06 -9.03 -5.10
C: 3.01 -8.05 -5.39
C: 4.21 -8.40 -5.99
C: 2.76 -6.62 -5.04
O: 3.58 -5.76 -5.29
C: 1.48 -6.27 -4.37
C: 1.25 -4.96 -3.99
C: 0.06 -4.61 -3.38
C: -0.91 -5.57 -3.14
C: -0.69 -6.89 -3.51
C: 0.51 -7.25 -4.12
C: 0.75 -8.67 -4.49
O: -0.10 -9.52 -4.29
H: 5.41 -10.00 -6.76
H: 3.74 -11.74 -6.22
H: 1.59 -11.11 -5.17
H: 4.94 -7.63 -6.22
H: 2.01 -4.22 -4.18
H: -0.11 -3.58 -3.08
H: -1.84 -5.30 -2.67
H: -1.44 -7.65 -3.33


[2]
Density functional theory data (wB97M-V/def2-TZVPD) for an isolated ion of composition C4H3N2O2S and charge -1 at a distorted geometry.

Properties
Charge   -1
Multiplicity   3
Lowest unoccupied orbital energy (spin up / spin down)   4.0 / 0.7 eV
Molar mass   143.147 g mol⁻¹
F_max   11.50 eV/A
Energy relative to the best compared isomer or geometry (same formula, charge and spin)   193.6 kJ/mol

Element x y z (Å)
C: -0.74 -0.87 0.79
C: 0.45 -0.73 0.32
C: 2.40 0.55 -0.02
C: 1.36 -0.29 -0.46
N: 3.29 1.18 0.40
N: -0.81 1.35 -0.95
O: -2.65 -0.49 -0.72
O: -2.30 1.16 1.12
S: -1.76 0.44 -0.05
H: -1.29 -1.65 1.25
H: 1.57 -0.49 -1.54
H: -0.76 2.31 -0.58


[3]
Density functional theory data (wB97M-V/def2-TZVPD) for a 2-piece molecular cluster, C6H16P overall at a distorted geometry.

Properties
Charge   +1
Lowest unoccupied orbital energy   -4.3 eV
Molar mass   119.168 g mol⁻¹
F_max   4.85 eV/A
Energy relative to the best compared isomer or geometry (same formula, charge and spin)   447.7 kJ/mol

Element x y z (Å)
C: 1.79 1.15 -0.25
C: 1.99 -1.39 0.17
C: -0.99 -0.20 -1.92
C: -1.61 -1.16 1.02
C: -1.44 1.49 0.47
C: 1.17 -0.15 0.22
P: -0.68 -0.02 -0.14
H: 1.03 1.71 -0.81
H: 2.58 1.05 -0.98
H: 2.12 1.65 0.74
H: 1.55 -1.97 -0.74
H: 2.02 -2.09 1.02
H: 2.94 -0.90 -0.10
H: -1.97 0.03 -2.17
H: -0.59 -1.15 -2.05
H: -0.33 0.65 -2.28
H: -1.03 -1.13 2.01
H: -1.65 -2.10 0.68
H: -2.57 -0.78 1.12
H: -1.10 1.47 1.60
H: -2.56 1.34 0.42
H: -1.19 2.36 -0.05
H: 0.49 0.14 2.02


[4]
Density functional theory data (wB97M-V/def2-TZVPD) for C3H4FO3Pt as an isolated structure at a distorted geometry.

Properties
Multiplicity   4
Lowest unoccupied orbital energy (spin up / spin down)   -0.7 / -4.3 eV
Molar mass   302.138 g mol⁻¹
F_max   16.46 eV/A
Energy relative to the best compared isomer or geometry (same formula, charge and spin)   91.5 kJ/mol

Element x y z (Å)
F: -4.13 0.54 0.36
O: -0.77 0.05 2.68
C: -0.09 -1.00 2.34
C: -2.00 0.15 1.76
O: 0.98 -1.30 2.88
O: -0.59 -1.67 1.35
C: -1.74 -0.99 0.78
Pt: 1.76 -0.52 4.10
H: -1.92 1.14 1.31
H: -2.85 -0.04 2.43
H: -1.46 -0.65 -0.22
H: -2.56 -1.72 0.73


[5]
Density functional theory data (wB97M-V/def2-TZVPD) for a 2-piece molecular cluster, C4H13N2O2 overall at a distorted geometry.

Properties
Charge   +1
Lowest unoccupied orbital energy   -2.8 eV
Molar mass   121.160 g mol⁻¹
F_max   4.21 eV/A
Energy relative to the best compared isomer or geometry (same formula, charge and spin)   234.2 kJ/mol

Element x y z (Å)
N: 0.53 -1.14 -0.48
C: -0.14 -0.23 0.66
C: 0.70 0.91 1.02
C: 2.08 0.42 1.54
O: 2.36 -0.75 1.54
C: -1.57 -0.04 0.31
N: -2.17 -1.37 0.13
H: 1.43 -1.43 -0.16
H: 0.68 -0.53 -1.31
H: -0.17 -1.98 -0.72
H: -0.12 -0.83 1.52
H: 0.94 1.72 0.19
H: 0.18 1.70 1.63
H: 2.66 1.21 1.97
H: -1.85 0.59 1.17
H: -1.73 0.47 -0.69
H: -2.95 -1.16 -0.47
H: -2.51 -1.76 1.03
H: 1.29 1.14 -3.07
H: -0.10 1.82 -3.16
O: 0.46 1.24 -2.66


[6]
Density functional theory data (wB97M-V/def2-TZVPD) for C36H84AsF6N12O12 as an isolated structure at a distorted geometry.

Properties
Charge   -1
Lowest unoccupied orbital energy   1.7 eV
Molar mass   1066.050 g mol⁻¹
F_max   4.44 eV/A

Element x y z (Å)
As: 6.48 -1.25 21.44
F: 7.12 -2.87 21.70
F: 5.69 -1.97 19.95
F: 5.78 0.37 21.35
F: 7.33 -0.79 22.94
F: 8.00 -0.81 20.58
F: 5.08 -1.84 22.44
C: 2.89 -6.15 18.58
O: 3.21 -7.25 18.11
N: 3.49 -4.98 18.27
C: 2.95 -3.70 18.83
C: 4.61 -4.86 17.29
H: 2.01 -6.01 19.22
H: 3.83 -3.18 19.22
H: 2.32 -3.84 19.71
H: 2.40 -3.17 18.05
H: 5.51 -4.69 17.88
H: 4.74 -5.73 16.65
H: 4.51 -4.05 16.56
C: 5.58 2.38 23.85
O: 6.45 2.89 24.51
N: 5.04 2.93 22.74
C: 3.80 2.29 22.18
C: 5.44 4.19 22.07
H: 5.11 1.44 24.17
H: 3.33 1.44 22.67
H: 4.00 1.99 21.16
H: 3.07 3.10 22.15
H: 5.66 4.07 21.01
H: 4.72 4.98 22.29
H: 6.36 4.60 22.49
C: 9.50 -3.39 23.83
O: 10.64 -2.92 23.84
N: 8.79 -3.72 24.93
C: 7.57 -4.52 24.70
C: 9.15 -3.54 26.34
H: 9.05 -3.73 22.88
H: 7.82 -5.56 24.89
H: 7.28 -4.54 23.65
H: 6.71 -4.36 25.35
H: 9.88 -2.75 26.51
H: 8.26 -3.36 26.94
H: 9.67 -4.42 26.72
C: 2.67 -1.05 14.85
O: 1.63 -0.64 14.38
N: 3.50 -0.37 15.71
C: 3.27 1.01 16.16
C: 4.72 -1.02 16.18
H: 2.97 -2.11 14.79
H: 2.23 1.35 16.08
H: 3.89 1.68 15.57
H: 3.55 1.12 17.21
H: 4.81 -1.92 15.57
H: 5.66 -0.51 15.95
H: 4.74 -1.23 17.25
C: 11.77 -0.87 26.20
O: 12.33 -1.41 25.29
N: 10.56 -0.25 26.21
C: 10.13 0.37 27.44
C: 9.72 -0.20 25.01
H: 12.23 -0.75 27.20
H: 9.24 -0.11 27.86
H: 9.89 1.42 27.25
H: 10.87 0.28 28.23
H: 9.05 0.65 25.03
H: 10.27 -0.23 24.07
H: 9.09 -1.08 25.02
C: 9.11 -3.09 18.51
O: 10.09 -3.50 19.09
N: 9.10 -2.63 17.28
C: 7.84 -2.33 16.59
C: 10.32 -2.65 16.41
H: 8.07 -3.02 18.87
H: 8.09 -1.65 15.76
H: 7.19 -1.83 17.30
H: 7.40 -3.25 16.22
H: 11.02 -3.35 16.87
H: 10.12 -3.10 15.44
H: 10.66 -1.61 16.33
C: 2.10 -6.43 22.56
O: 1.39 -6.04 21.63
N: 3.17 -5.77 23.00
C: 3.95 -6.31 24.18
C: 3.61 -4.47 22.49
H: 1.94 -7.33 23.17
H: 3.88 -5.74 25.10
H: 4.97 -6.17 23.82
H: 3.60 -7.31 24.44
H: 3.64 -3.61 23.15
H: 4.57 -4.59 22.00
H: 2.95 -4.08 21.71
C: 11.27 -1.12 21.14
O: 11.93 -1.55 22.08
N: 11.75 -0.20 20.27
C: 11.04 0.02 19.01
C: 13.14 0.31 20.24
H: 10.24 -1.39 20.86
H: 10.88 1.08 18.82
H: 10.06 -0.46 18.99
H: 11.58 -0.30 18.12
H: 13.36 0.74 21.22
H: 13.90 -0.43 20.01
H: 13.20 1.21 19.63
C: 7.82 -7.35 21.83
O: 8.63 -6.60 22.34
N: 7.10 -6.95 20.78
C: 6.09 -7.78 20.23
C: 7.25 -5.61 20.18
H: 7.57 -8.34 22.24
H: 6.35 -7.98 19.20
H: 5.19 -7.17 20.16
H: 5.84 -8.71 20.75
H: 8.30 -5.34 20.30
H: 6.91 -5.64 19.14
H: 6.72 -4.77 20.63
C: 10.10 3.33 23.38
O: 11.00 4.13 23.63
N: 9.88 2.81 22.17
C: 8.69 2.01 21.94
C: 10.73 3.26 21.07
H: 9.33 2.98 24.09
H: 8.96 1.25 21.20
H: 7.84 2.57 21.55
H: 8.40 1.56 22.89
H: 10.62 2.48 20.32
H: 10.39 4.19 20.61
H: 11.76 3.37 21.41
C: 6.08 -1.70 26.74
O: 7.04 -1.28 27.41
N: 4.89 -1.11 26.60
C: 3.83 -1.62 25.64
C: 4.44 0.01 27.33
H: 6.03 -2.64 26.17
H: 3.63 -0.82 24.93
H: 2.93 -1.71 26.25
H: 4.16 -2.53 25.14
H: 5.13 0.21 28.15
H: 4.43 0.89 26.68
H: 3.42 0.03 27.72
C: 6.28 2.34 16.43
O: 5.62 3.35 16.07
N: 6.48 2.16 17.75
C: 5.95 2.94 18.86
C: 7.45 1.14 18.22
H: 6.81 1.65 15.76
H: 6.72 3.37 19.50
H: 5.28 2.38 19.51
H: 5.42 3.81 18.47
H: 7.98 0.62 17.43
H: 8.23 1.63 18.80
H: 6.91 0.49 18.91


[7]
Density functional theory data (wB97M-V/def2-TZVPD) for a 3-piece molecular cluster, C21H45BrFN3O9P3S overall at a distorted geometry.

Properties
Charge   +1
Lowest unoccupied orbital energy   -3.3 eV
Molar mass   707.494 g mol⁻¹
F_max   8.61 eV/A

Element x y z (Å)
N: 2.81 0.53 4.20
P: 2.78 -1.04 4.26
N: 1.61 -1.77 3.14
C: 1.97 -2.83 2.29
C: 3.29 -3.61 2.10
C: 3.01 -5.05 2.90
C: 2.14 -4.90 4.25
O: 3.66 -5.18 4.20
C: 0.80 -3.20 1.54
Br: 0.65 -4.59 0.23
N: -0.14 -2.30 2.05
F: -1.39 -2.40 1.58
C: 0.27 -1.42 3.00
C: -0.46 -0.32 3.80
C: -1.48 0.57 3.00
C: -2.87 -0.09 2.66
S: -3.39 -1.47 3.76
H: 3.75 0.85 3.95
H: 2.41 -1.54 5.55
H: 4.04 -1.59 3.93
H: 4.17 -3.16 2.59
H: 3.46 -3.90 1.03
H: 2.83 -5.98 2.26
H: 2.20 -3.92 4.77
H: 1.56 -5.78 4.61
H: 0.35 0.38 4.16
H: -0.88 -0.76 4.75
H: -1.01 1.00 2.08
H: -1.70 1.46 3.65
H: -3.68 0.68 2.64
H: -2.82 -0.47 1.60
H: -3.57 -2.56 2.96
O: -4.78 -3.46 -4.43
P: -3.32 -3.16 -4.22
O: -3.46 -1.95 -3.10
C: -3.85 -2.29 -1.78
C: -2.67 -2.81 -0.98
O: -3.16 -2.20 -5.56
C: -3.87 -2.50 -6.76
C: -4.98 -1.49 -6.95
O: -1.65 -3.10 -4.02
C: -0.74 -3.12 -5.13
C: -0.18 -1.72 -5.32
H: -4.67 -3.01 -1.79
H: -4.23 -1.37 -1.32
H: -2.33 -3.77 -1.38
H: -2.95 -2.95 0.07
H: -1.83 -2.12 -1.04
H: -4.26 -3.52 -6.75
H: -3.16 -2.43 -7.59
H: -5.66 -1.48 -6.10
H: -5.55 -1.70 -7.86
H: -4.57 -0.48 -7.03
H: -1.21 -3.50 -6.03
H: 0.07 -3.80 -4.87
H: -0.97 -1.00 -5.55
H: 0.55 -1.70 -6.12
H: 0.30 -1.37 -4.40
O: -0.02 3.65 0.71
P: 1.43 4.06 0.90
O: 1.23 5.26 2.00
C: 0.88 4.91 3.34
C: 2.10 4.47 4.12
O: 1.50 5.01 -0.46
C: 0.79 4.66 -1.64
C: -0.39 5.59 -1.82
O: 3.10 4.23 1.06
C: 3.98 4.27 -0.06
C: 4.44 5.69 -0.28
H: 0.11 4.13 3.33
H: 0.45 5.80 3.80
H: 2.49 3.53 3.71
H: 1.85 4.31 5.17
H: 2.90 5.21 4.05
H: 0.47 3.61 -1.62
H: 1.48 4.77 -2.49
H: -1.06 5.55 -0.96
H: -0.96 5.33 -2.72
H: -0.05 6.62 -1.91
H: 3.52 3.84 -0.96
H: 4.85 3.64 0.18
H: 3.61 6.36 -0.50
H: 5.16 5.75 -1.10
H: 4.91 6.08 0.63


[8]
Density functional theory data (wB97M-V/def2-TZVPD) for C21H23BN10O4V as an isolated structure.

Properties
Charge   +2
Multiplicity   4
Lowest unoccupied orbital energy (spin up / spin down)   -6.4 / -9.8 eV
Molar mass   541.237 g mol⁻¹
F_max   0.17 eV/A
Energy relative to the best compared isomer or geometry (same formula, charge and spin)   0.0 kJ/mol

Element x y z (Å)
V: -0.15 -1.31 -0.51
C: 3.46 -1.48 -0.51
C: 2.77 -0.43 0.29
C: 3.32 0.62 1.03
C: 2.25 1.29 1.57
N: 1.11 0.67 1.19
N: 1.44 -0.38 0.38
B: -0.38 0.99 1.50
N: -1.09 1.43 0.20
C: -1.82 2.50 -0.18
C: -2.33 2.26 -1.43
C: -1.88 0.99 -1.79
C: -2.15 0.21 -3.04
N: -1.12 0.50 -0.80
N: -1.08 -0.26 2.06
C: -1.86 -0.44 3.14
C: -2.33 -1.73 3.13
C: -1.81 -2.32 1.97
C: -2.00 -3.70 1.46
N: -1.06 -1.41 1.33
N: -0.37 2.05 2.65
C: 0.19 1.81 3.93
C: 0.03 2.93 4.67
C: -0.63 3.84 3.82
C: -1.08 5.21 4.05
N: -0.85 3.23 2.57
H: 4.45 -1.68 -0.10
H: 2.90 -2.42 -0.50
H: 3.60 -1.17 -1.55
H: 4.37 0.85 1.16
H: 2.24 2.17 2.19
H: -1.92 3.35 0.46
H: -2.95 2.91 -2.02
H: -3.09 0.53 -3.47
H: -1.37 0.38 -3.78
H: -2.21 -0.86 -2.84
H: -2.05 0.35 3.85
H: -2.97 -2.20 3.86
H: -2.60 -4.28 2.16
H: -2.51 -3.69 0.50
H: -1.05 -4.21 1.32
H: 0.64 0.85 4.16
H: 0.34 3.09 5.69
H: -0.83 5.56 5.04
H: -0.64 5.87 3.29
H: -2.16 5.26 3.89
O: 2.13 -2.57 -6.65
C: 1.67 -3.03 -5.47
O: 1.47 -4.18 -5.30
C: 1.43 -2.02 -4.39
C: 1.79 -0.68 -4.35
N: 1.40 -0.19 -3.16
N: 0.79 -1.12 -2.43
C: 0.79 -2.24 -3.16
C: 0.09 -3.38 -2.46
O: -0.07 -4.48 -2.87
O: -0.34 -2.95 -1.24
H: 2.21 -1.61 -6.69
H: 2.32 -0.06 -5.05
H: 1.52 0.75 -2.80


[9]
Density functional theory data (wB97M-V/def2-TZVPD) for one molecule with the formula C3H7N at a distorted geometry.

Properties
Structure (SMILES)   C=CNC
Lowest unoccupied orbital energy   1.3 eV
Molar mass   57.096 g mol⁻¹
F_max   1.04 eV/A
Energy relative to the best compared isomer or geometry (same formula, charge and spin)   65.7 kJ/mol

Element x y z (Å)
C: 1.64 -0.74 0.58
C: 0.88 0.01 -0.20
N: -0.42 -0.29 -0.61
C: -1.43 0.70 -0.18
H: 1.29 -1.69 0.96
H: 2.63 -0.43 0.87
H: 1.25 0.92 -0.67
H: -0.73 -1.24 -0.49
H: -2.22 0.17 0.35
H: -0.99 1.46 0.46
H: -1.90 1.14 -1.07


[10]
Density functional theory data (wB97M-V/def2-TZVPD) for C3H5N2O as an isolated structure at a distorted geometry.

Properties
Charge   +1
Lowest unoccupied orbital energy   -7.5 eV
Molar mass   85.086 g mol⁻¹
F_max   6.04 eV/A
Energy relative to the best compared isomer or geometry (same formula, charge and spin)   470.9 kJ/mol

Element x y z (Å)
C: 0.27 0.36 -1.29
C: -0.60 -1.12 0.73
C: 0.04 0.22 0.67
N: 1.37 2.46 -0.82
N: 0.90 1.57 -1.30
O: -0.04 -0.42 -2.08
H: -0.87 -1.50 -0.26
H: 0.06 -1.87 1.16
H: -1.55 -1.09 1.26
H: 1.04 0.32 1.07
H: -0.62 1.07 0.85